(1)
Density functional theory data (wB97M-V/def2-TZVPD) for the ion C5H10NO with charge -1.

Properties
SMILES string: N/C=C/CCC[O-]
net charge: -1
total energy: -8882.50486 eV

Atoms and positions in Å:
C  2.008  0.442  -0.983
O  2.875  1.131  -1.653
C  0.571  0.895  -1.332
C  -0.434  -0.199  -1.012
C  -0.468  -0.604  0.427
C  -1.567  -0.475  1.200
N  -1.481  -0.474  2.539
H  2.203  -0.641  -1.017
H  2.092  0.662  0.177
H  0.441  1.786  -0.617
H  0.448  1.052  -2.417
H  -0.247  -1.097  -1.773
H  -1.456  0.224  -1.362
H  0.444  -0.790  1.067
H  -2.605  -0.264  0.729
H  -2.215  -0.752  3.093
H  -0.609  -0.896  2.935

Results of the natural (NBO) charge analysis, in e, for atoms 1 through 8: atom 1 (C): 0.02, atom 2 (O): -0.94, atom 3 (C): -0.43, atom 4 (C): -0.41, atom 5 (C): -0.28, atom 6 (C): -0.02, atom 7 (N): -0.82, atom 8 (H): 0.06


(2)
Density functional theory data (wB97M-V/def2-TZVPD) for a cluster of 2 separate species, C49H63N2 in total.

Properties
net charge: +1
total energy: -54807.33572 eV

Atoms and positions in Å:
C  -0.183  -2.692  -1.394
C  -1.571  -2.792  -0.748
C  -2.492  -3.440  -1.813
C  -1.555  -3.751  0.450
C  -2.083  -1.399  -0.285
C  -3.242  -0.945  -0.899
C  -3.912  0.170  -0.470
C  -3.418  0.879  0.592
C  -2.220  0.550  1.208
C  -1.825  1.495  2.370
C  -0.310  1.642  2.460
C  -2.438  0.956  3.684
C  -2.356  2.940  2.162
C  -1.515  -0.623  0.776
N  -0.232  -1.007  1.366
C  -0.097  -1.511  2.762
C  1.396  -1.370  3.085
N  2.064  -1.185  1.773
C  3.510  -1.386  1.692
C  4.070  -2.708  1.657
C  3.298  -4.043  1.813
C  3.993  -5.215  1.068
C  1.895  -3.960  1.210
C  3.261  -4.412  3.315
C  5.447  -2.852  1.589
C  6.291  -1.776  1.529
C  5.768  -0.511  1.588
C  4.404  -0.270  1.676
C  4.049  1.219  1.917
C  4.950  2.142  1.057
C  4.264  1.518  3.411
C  2.617  1.589  1.559
C  1.066  -0.842  0.801
C  1.242  -0.268  -0.434
C  2.471  -0.140  -1.185
C  3.488  -1.099  -1.130
C  4.689  -0.898  -1.768
C  4.889  0.244  -2.520
C  3.867  1.166  -2.656
C  2.670  0.979  -2.006
H  0.575  -2.446  -0.660
H  0.104  -3.636  -1.857
H  -0.171  -1.923  -2.167
H  -3.507  -3.573  -1.438
H  -2.521  -2.845  -2.725
H  -2.123  -4.427  -2.092
H  -2.534  -3.785  0.931
H  -1.293  -4.765  0.145
H  -0.831  -3.431  1.189
H  -3.668  -1.482  -1.727
H  -4.831  0.473  -0.948
H  -4.002  1.706  0.956
H  0.086  1.982  1.502
H  -0.017  2.361  3.224
H  0.150  0.699  2.709
H  -3.500  1.199  3.741
H  -2.375  -0.128  3.745
H  -1.954  1.383  4.563
H  -3.432  3.012  2.308
H  -1.901  3.624  2.880
H  -2.117  3.306  1.164
H  -0.714  -0.954  3.465
H  -0.429  -2.550  2.826
H  1.609  -0.501  3.717
H  1.786  -2.239  3.611
H  4.910  -5.538  1.558
H  3.340  -6.087  1.037
H  4.228  -4.944  0.040
H  1.323  -3.149  1.639
H  1.959  -3.804  0.134
H  1.342  -4.884  1.375
H  3.047  -3.550  3.941
H  2.518  -5.182  3.523
H  4.231  -4.789  3.643
H  5.888  -3.833  1.609
H  7.359  -1.923  1.479
H  6.459  0.313  1.594
H  4.999  1.775  0.032
H  4.552  3.156  1.021
H  5.965  2.213  1.445
H  3.595  0.909  4.020
H  5.286  1.297  3.717
H  4.063  2.565  3.638
H  1.933  0.926  2.068
H  2.393  2.611  1.862
H  2.447  1.529  0.489
H  0.374  0.203  -0.865
H  3.318  -2.000  -0.573
H  5.474  -1.631  -1.680
H  5.838  0.410  -3.007
H  4.017  2.042  -3.265
H  1.881  1.707  -2.099
C  -6.833  2.300  -4.481
C  -7.522  1.395  -3.438
C  -7.051  1.922  -2.118
C  -6.192  2.955  -2.292
C  -5.982  3.236  -3.663
C  -5.115  4.230  -4.185
C  -4.431  5.130  -3.339
C  -3.576  6.073  -3.857
C  -3.372  6.156  -5.223
C  -4.035  5.289  -6.076
C  -4.896  4.343  -5.574
H  -6.220  1.728  -5.185
H  -7.556  2.872  -5.074
H  -8.616  1.443  -3.510
H  -7.235  0.343  -3.556
H  -7.356  1.545  -1.157
H  -5.717  3.487  -1.488
H  -4.594  5.087  -2.278
H  -3.067  6.757  -3.198
H  -2.692  6.889  -5.624
H  -3.871  5.354  -7.139
H  -5.408  3.672  -6.241

Results of the Löwdin charge analysis, in e, for atoms 1 through 8: atom 1 (C): -0.05, atom 2 (C): -0.49, atom 3 (C): -0.08, atom 4 (C): -0.03, atom 5 (C): -0.07, atom 6 (C): -0.05, atom 7 (C): -0.08, atom 8 (C): -0.05


(3)
Density functional theory data (wB97M-V/def2-TZVPD) for a structure of composition C50H44F9LiN2OPSSb.

Properties
net charge: 0
total energy: -108917.66262 eV

Atoms and positions in Å:
Li  -0.373  1.214  0.780
C  3.507  1.819  -0.461
N  2.449  2.011  0.513
C  2.089  3.414  0.572
C  2.908  1.571  1.826
C  1.844  1.575  2.902
C  2.269  1.786  4.212
C  1.373  1.732  5.263
C  0.046  1.464  4.991
C  -0.357  1.252  3.681
C  0.507  1.288  2.575
H  4.403  2.418  -0.220
H  3.156  2.115  -1.448
H  3.790  0.768  -0.499
H  2.965  4.056  0.766
H  1.369  3.520  1.377
H  1.620  3.715  -0.362
H  3.776  2.175  2.156
H  3.259  0.541  1.709
H  3.315  1.981  4.426
H  1.707  1.893  6.280
H  -0.675  1.422  5.800
H  -1.404  1.018  3.516
C  -0.900  5.281  1.146
C  -1.458  3.885  1.152
N  -2.430  3.642  2.036
O  -1.061  3.006  0.390
H  -1.693  6.021  1.221
H  -0.313  5.449  0.248
H  -0.246  5.379  2.011
H  -2.657  4.303  2.759
H  -2.704  2.672  2.148
F  -3.147  -7.176  0.748
C  -1.807  -7.183  0.723
F  -1.450  -7.866  -0.384
F  -1.412  -7.936  1.766
C  -1.202  -5.810  0.756
C  -1.992  -4.674  0.843
C  -1.392  -3.428  0.830
C  -0.011  -3.308  0.736
C  0.771  -4.459  0.705
C  0.183  -5.707  0.710
P  0.690  -1.594  0.669
C  1.862  -1.836  -0.731
C  3.044  -2.570  -0.776
C  3.783  -2.641  -1.942
C  3.346  -2.001  -3.095
C  2.169  -1.261  -3.071
C  1.448  -1.192  -1.897
C  4.142  -2.110  -4.364
F  3.359  -2.194  -5.456
F  4.951  -3.179  -4.381
F  4.939  -1.042  -4.569
C  1.660  -1.716  2.218
C  3.042  -1.713  2.354
C  3.616  -1.708  3.613
C  2.808  -1.659  4.738
C  1.424  -1.648  4.617
C  0.861  -1.674  3.360
C  3.457  -1.630  6.088
F  3.836  -2.867  6.488
F  2.664  -1.163  7.058
F  4.575  -0.886  6.112
H  -3.064  -4.772  0.912
H  -1.995  -2.536  0.898
H  1.844  -4.389  0.676
H  0.783  -6.604  0.673
H  3.405  -3.116  0.079
H  4.698  -3.211  -1.960
H  1.822  -0.759  -3.961
H  0.513  -0.652  -1.863
H  3.688  -1.680  1.492
H  4.689  -1.726  3.722
H  0.808  -1.593  5.499
H  -0.212  -1.638  3.244
S  -2.806  0.388  0.863
Sb  -2.521  1.101  -1.256
C  -1.289  2.578  -2.195
C  -1.817  3.849  -2.340
C  -1.093  4.826  -2.999
C  0.165  4.533  -3.499
C  0.701  3.268  -3.329
C  -0.030  2.288  -2.679
C  -2.212  -0.630  -2.467
C  -2.656  -1.828  -1.934
C  -2.509  -3.011  -2.636
C  -1.924  -2.983  -3.892
C  -1.500  -1.783  -4.438
C  -1.644  -0.600  -3.729
C  -4.421  1.744  -1.984
C  -5.562  1.496  -1.242
C  -6.804  1.840  -1.748
C  -6.901  2.454  -2.985
C  -5.757  2.714  -3.721
C  -4.519  2.342  -3.229
H  -2.796  4.078  -1.932
H  -1.512  5.815  -3.127
H  0.726  5.289  -4.025
H  1.685  3.036  -3.708
H  0.398  1.303  -2.563
H  -3.134  -1.823  -0.963
H  -2.850  -3.942  -2.207
H  -1.816  -3.899  -4.453
H  -1.057  -1.764  -5.422
H  -1.322  0.333  -4.176
H  -5.473  1.030  -0.267
H  -7.696  1.623  -1.179
H  -7.869  2.723  -3.381
H  -5.825  3.199  -4.684
H  -3.626  2.526  -3.816

Results of the Löwdin charge analysis, in e, for atoms 1 through 8: atom 1 (Li): 0.37, atom 2 (C): -0.10, atom 3 (N): -0.26, atom 4 (C): -0.10, atom 5 (C): -0.19, atom 6 (C): -0.28, atom 7 (C): -0.07, atom 8 (C): -0.12


(4)
Density functional theory data (wB97M-V/def2-TZVPD) for a structure of composition C4H3CrO6.

Properties
net charge: 0
spin multiplicity: 6
total energy: -44901.13592 eV
expectation value of S²: 8.7709

Atoms and positions in Å:
C  0.178  -1.549  -0.258
C  -0.981  -0.861  0.232
O  -0.722  0.289  0.927
C  -1.696  1.291  1.253
O  -2.867  1.018  1.259
O  -1.036  2.342  1.507
H  0.963  -1.617  0.507
H  -1.989  -0.966  -0.165
H  -0.081  -2.512  -0.706
O  1.070  -0.777  -1.513
O  2.555  0.538  -2.372
O  1.944  0.877  -0.255
C  1.895  0.255  -1.369
Cr  0.769  1.670  0.952

Results of the natural (NBO) charge analysis, in e, for atoms 1 through 8: atom 1 (C): -0.20, atom 2 (C): 0.17, atom 3 (O): -0.62, atom 4 (C): 0.97, atom 5 (O): -0.59, atom 6 (O): -0.79, atom 7 (H): 0.22, atom 8 (H): 0.21


Among the records above, which one has the lowest net charge? C5H10NO


Among the records above, which one has the lowest total energy? C50H44F9LiN2OPSSb